{"formula": "C52H52GeN5OP2S4Zn", "method": "ωB97M-V/def2-TZVPD", "de_lowest_kcal_mol": 127.8, "homo_lumo_gap_ha": 0.218, "fmax_ev_per_a": 2.31, "energy_ha": -8493.53734, "lumo_energy_ev": 1.905, "spin_multiplicity": 1, "charge": -1, "symbols": ["Zn", "S", "C", "C", "C", "C", "N", "C", "C", "C", "S", "C", "N", "H", "H", "C", "C", "C", "C", "Ge", "C", "C", "C", "C", "H", "H", "H", "H", "H", "H", "H", "H", "H", "H", "H", "H", "H", "H", "H", "H", "H", "H", "H", "N", "C", "O", "C", "C", "C", "C", "N", "C", "H", "H", "H", "H", "H", "H", "N", "P", "C", "C", "C", "C", "C", "C", "C", "C", "C", "C", "C", "C", "C", "C", "C", "C", "C", "C", "H", "H", "H", "H", "H", "H", "H", "H", "H", "H", "H", "H", "H", "H", "H", "S", "P", "S", "C", "C", "C", "C", "C", "C", "C", "C", "C", "C", "C", "C", "H", "H", "H", "H", "H", "H", "H", "H", "H", "H"], "coordinates": [[-0.72128, -1.04152, -0.75678], [0.08095, 1.55802, -0.71075], [-0.57065, 1.90945, 0.91133], [-0.66496, 3.26630, 1.20111], [-1.33577, 3.70845, 2.33357], [-1.46348, 5.08974, 2.58156], [-1.60193, 6.21614, 2.75696], [-1.94321, 2.76637, 3.19081], [-1.80854, 1.41568, 2.91840], [-1.10696, 0.97621, 1.80395], [-0.83011, -0.75074, 1.74571], [-2.67668, 3.19604, 4.31333], [-3.31148, 3.54902, 5.20227], [-0.19099, 3.97981, 0.53988], [-2.22027, 0.67366, 3.58683], [4.24294, -2.23452, 3.69721], [3.34801, -1.62845, 4.77004], [1.97711, -2.29427, 4.85311], [1.16315, -2.15914, 3.57016], [1.47187, -0.44929, 2.43620], [2.56714, 2.93966, 2.93120], [2.08743, 3.59416, 4.20838], [3.20660, 4.12561, 5.10141], [4.25080, 3.05907, 5.41786], [5.22936, -1.77236, 3.71401], [3.80800, -2.07444, 2.70922], [4.36221, -3.30648, 3.85596], [3.18251, -0.56706, 4.55297], [3.84392, -1.69903, 5.74338], [1.42180, -1.80983, 5.65853], [2.09952, -3.35252, 5.12328], [0.10044, -2.24676, 3.81297], [1.39481, -2.98506, 2.88138], [0.63946, 1.00146, 3.78117], [1.71827, 2.52707, 2.39026], [3.23964, 2.11374, 3.16023], [1.53640, 2.81374, 4.73831], [1.39239, 4.40773, 3.98238], [2.75384, 4.48547, 6.02868], [3.68742, 4.97971, 4.61644], [3.75468, 2.11526, 5.64098], [4.85345, 3.34407, 6.28048], [4.91418, 2.91633, 4.56676], [0.04527, -2.88997, -7.30275], [0.15653, -3.15906, -5.97202], [0.81480, -4.08917, -5.56074], [-0.60006, -2.21366, -5.10720], [-1.81488, -1.65195, -5.49039], [-2.38698, -0.69023, -4.67938], [-1.74987, -0.34645, -3.49975], [-0.63931, -0.94659, -3.08782], [-0.07994, -1.85412, -3.86515], [0.61287, -3.43447, -7.93122], [-0.31946, -2.01233, -7.62904], [-2.30924, -1.96880, -6.39718], [-3.32084, -0.22392, -4.94305], [-2.13730, 0.42915, -2.85944], [0.83614, -2.30568, -3.50586], [-2.55451, -1.19719, -1.02713], [-3.23351, -2.57282, -1.09179], [-5.03791, -2.35539, -1.18273], [-5.94029, -3.40974, -1.14550], [-7.29691, -3.14549, -1.18162], [-7.75421, -1.83894, -1.24729], [-6.85239, -0.78860, -1.27123], [-5.49591, -1.04982, -1.24327], [-3.10944, -3.74032, 0.32145], [-3.21375, -3.12720, 1.56477], [-3.21440, -3.88374, 2.72121], [-3.10805, -5.26296, 2.63699], [-3.02011, -5.88028, 1.39991], [-3.02821, -5.12478, 0.24073], [-2.84636, -3.64283, -2.53227], [-3.69617, -3.70735, -3.62809], [-3.35143, -4.47063, -4.72926], [-2.15298, -5.16432, -4.74321], [-1.27870, -5.06596, -3.67177], [-1.61721, -4.29333, -2.57718], [-5.57309, -4.42535, -1.08745], [-8.00601, -3.95933, -1.15434], [-8.81546, -1.63862, -1.27175], [-7.20896, 0.22955, -1.30561], [-4.75628, -0.26313, -1.25690], [-3.27657, -2.04779, 1.60242], [-3.30174, -3.40108, 3.68444], [-3.09761, -5.86235, 3.53563], [-2.94892, -6.95807, 1.33807], [-2.96774, -5.61219, -0.72293], [-4.63140, -3.16232, -3.60234], [-4.02458, -4.53227, -5.57372], [-1.89236, -5.78065, -5.59079], [-0.32945, -5.57732, -3.70358], [-0.94011, -4.18991, -1.73432], [3.44733, 4.07686, 1.80011], [2.80350, 3.23195, -0.00611], [1.42056, -0.00584, -0.71771], [2.48331, 4.80480, -0.92824], [3.39228, 5.85821, -0.87365], [3.10408, 7.05787, -1.49529], [1.90874, 7.22239, -2.17812], [1.01150, 6.17134, -2.25238], [1.29362, 4.96617, -1.62877], [4.39921, 2.83108, -0.82310], [5.52633, 2.44481, -0.10768], [6.68818, 2.09357, -0.77243], [6.72608, 2.10088, -2.15661], [5.59494, 2.45343, -2.87571], [4.43462, 2.80718, -2.21423], [4.31784, 5.72739, -0.32879], [3.81163, 7.87249, -1.44282], [1.67376, 8.16747, -2.64770], [0.08213, 6.28767, -2.79211], [0.59146, 4.14310, -1.69060], [5.49799, 2.43614, 0.97277], [7.56976, 1.80442, -0.21490], [7.63606, 1.83674, -2.67993], [5.62432, 2.44211, -3.95769], [3.54374, 3.07106, -2.76798]], "forces_ev_per_a": [[0.940, 0.895, 0.251], [-0.615, -0.158, -0.243], [0.091, -0.198, -0.245], [0.012, 0.026, 0.191], [-0.040, -0.988, -0.160], [-0.093, 0.754, 0.107], [0.036, 0.228, 0.059], [0.527, -0.192, -0.946], [-0.066, 0.449, 0.087], [-0.046, -0.057, -0.080], [0.002, -0.017, -0.203], [-0.484, 0.223, 0.569], [-0.092, 0.049, 0.252], [-0.060, 0.088, 0.024], [-0.005, 0.053, 0.071], [-0.090, 0.145, 0.082], [-0.035, -0.194, 0.050], [0.110, 0.137, -0.056], [-0.086, -0.043, -0.076], [-0.711, 0.902, 2.006], [0.043, -0.063, -0.034], [0.153, 0.224, 0.029], [-0.091, -0.075, -0.019], [-0.107, 0.226, 0.049], [0.085, 0.000, -0.088], [0.094, -0.076, -0.042], [0.023, -0.104, -0.018], [0.132, 0.063, 0.107], [0.026, 0.112, -0.006], [-0.024, -0.034, 0.092], [0.009, 0.054, 0.094], [0.102, -0.017, -0.098], [-0.001, 0.036, 0.000], [0.875, -1.641, -0.906], [0.087, -0.016, 0.031], [-0.087, -0.098, -0.035], [-0.090, 0.030, 0.056], [-0.065, -0.046, -0.065], [0.044, 0.079, -0.009], [0.000, 0.072, 0.067], [0.061, -0.151, 0.041], [0.084, -0.020, -0.013], [0.091, -0.145, -0.017], [-0.024, -0.061, -0.412], [-0.184, 0.168, -0.125], [0.289, -0.140, 0.185], [-0.134, 0.122, 0.190], [0.331, 0.060, 0.118], [0.065, 0.054, 0.005], [-0.235, 0.153, -0.380], [0.093, 0.038, -0.074], [0.094, -0.029, -0.330], [-0.027, 0.015, 0.040], [0.057, -0.039, 0.063], [-0.004, -0.017, -0.120], [-0.146, 0.100, -0.049], [-0.096, -0.015, 0.097], [0.073, -0.070, 0.004], [-0.326, -0.516, 0.218], [-0.469, -0.437, -0.181], [0.203, -0.053, -0.016], [0.043, 0.111, -0.009], [-0.131, -0.199, -0.026], [-0.051, 0.086, 0.016], [-0.194, 0.034, -0.027], [0.109, 0.033, -0.034], [-0.013, 0.376, -0.227], [0.003, 0.045, 0.003], [-0.032, -0.004, 0.095], [-0.021, -0.052, 0.046], [-0.003, -0.192, 0.068], [0.039, 0.077, -0.140], [-0.069, 0.388, 0.221], [-0.086, -0.016, 0.170], [-0.039, -0.132, -0.133], [-0.062, -0.094, 0.000], [0.088, -0.165, 0.086], [-0.114, -0.039, 0.082], [-0.038, -0.115, 0.028], [-0.077, -0.104, 0.005], [-0.101, -0.001, 0.010], [-0.038, 0.124, -0.016], [0.060, 0.144, 0.033], [-0.029, 0.014, 0.081], [0.053, 0.036, 0.052], [-0.002, -0.038, 0.091], [0.018, -0.046, 0.002], [0.007, -0.039, -0.031], [-0.037, -0.043, -0.073], [-0.040, -0.010, -0.069], [0.057, -0.021, -0.110], [0.075, -0.015, -0.018], [0.062, -0.119, -0.037], [-0.097, 0.155, 0.348], [0.291, 0.305, -0.149], [-0.057, -0.234, -0.355], [-0.060, -0.221, 0.202], [-0.112, -0.008, -0.096], [0.167, 0.084, 0.060], [-0.128, -0.042, -0.077], [-0.106, 0.132, -0.117], [0.116, -0.138, 0.041], [-0.085, -0.128, 0.131], [-0.040, 0.053, 0.018], [0.143, -0.116, -0.081], [0.138, 0.023, -0.072], [0.035, -0.071, -0.177], [0.003, 0.012, 0.078], [0.081, 0.062, -0.011], [0.064, 0.093, 0.017], [0.017, 0.051, -0.042], [-0.071, 0.034, -0.031], [0.016, 0.012, 0.018], [-0.018, 0.032, 0.060], [0.000, 0.004, 0.060], [0.022, -0.032, 0.006], [-0.039, 0.021, -0.034], [-0.017, 0.047, -0.121]], "mulliken_charge": [0.161, -0.111, 1.342, -0.610, 0.249, -0.380, -0.618, 0.580, -1.315, 0.311, -0.321, -0.293, -0.614, 0.352, 0.485, -1.016, -0.060, -0.695, -0.926, -0.112, 1.714, -0.670, -0.604, -1.007, 0.373, 0.122, 0.350, -0.195, 0.460, 0.293, 0.368, 0.425, 0.383, -0.143, -1.455, 0.207, 0.350, 0.119, 0.427, 0.329, 0.181, 0.391, 0.201, -0.388, 0.219, -0.630, 0.657, -0.533, -1.169, 0.065, -0.023, -0.442, 0.258, 0.206, 0.420, 0.456, 0.308, 0.598, 0.317, 1.304, -0.184, -0.078, -0.771, -0.421, -0.687, -0.528, 0.881, -0.885, -0.711, -0.600, -0.710, -0.176, 0.366, -0.644, -0.965, -0.501, -0.872, -0.100, 0.423, 0.397, 0.385, 0.418, 0.418, 0.582, 0.436, 0.385, 0.429, 0.374, 0.478, 0.437, 0.393, 0.351, 0.666, -0.510, 1.109, -0.534, 0.055, -0.346, -0.712, -0.475, -0.624, 0.010, 0.500, -0.470, -0.580, -0.446, -0.670, -0.636, 0.375, 0.394, 0.362, 0.426, 0.252, 0.359, 0.401, 0.364, 0.388, 0.373]}